Computed, not measured: the molecule C2H2INO at a distorted geometry, with ωB97M-V/def2-TZVPD.

Properties
* HOMO-LUMO gap: 0.317 Eh
* strongest force on any atom: 9.369 eV/Å
* DFT total energy: -505.01650 Eh
* ΔE to the lowest compared entry with this formula, charge and spin: 1.3808 eV
* SMILES: [H]/N=C/C(=O)I
* E_HOMO: -9.976 eV

Geometry (Å):
I -2.14727 0.68113 -1.53284
O 0.78530 1.12985 -1.61165
N 1.17610 -0.39899 0.95479
C 0.04689 -0.30314 0.42284
C -0.15117 0.53281 -0.81928
H 1.26281 -0.89960 1.94245
H -0.97267 -0.74206 0.64369

Calculated atomic charges, method natural (NBO), unit e:
1 I 0.129
2 O -0.485
3 N -0.499
4 C -0.013
5 C 0.317
6 H 0.373
7 H 0.179

---

Computed, not measured: a structure of composition C2Br2N2O2 at a distorted geometry, with ωB97M-V/def2-TZVPD.

Properties
* HOMO-LUMO gap: 0.358 Eh
* strongest force on any atom: 3.035 eV/Å
* DFT total energy: -5484.07365 Eh
* ΔE to the lowest compared entry with this formula, charge and spin: 0.2468 eV
* E_HOMO: -11.008 eV

Geometry (Å):
Br 1.18675 1.83680 -0.15493
Br 1.74738 -1.05435 -0.07601
O -0.14806 0.68807 1.96185
O -1.27202 -0.89984 1.03346
N -0.95498 -0.48319 -2.31332
N -0.48671 -0.00452 1.06500
C 0.29670 0.16441 -0.14259
C -0.36906 -0.24738 -1.37346

Calculated atomic charges, method natural (NBO), unit e:
1 Br 0.192
2 Br 0.176
3 O -0.318
4 O -0.321
5 N -0.204
6 N 0.497
7 C -0.222
8 C 0.198

---

Computed, not measured: the molecule C11H12O2 at a distorted geometry, with ωB97M-V/def2-TZVPD.

Properties
* HOMO-LUMO gap: 0.354 Eh
* strongest force on any atom: 4.671 eV/Å
* DFT total energy: -576.73828 Eh
* ΔE to the lowest compared entry with this formula, charge and spin: 3.1971 eV
* SMILES: O[C@H]1C=CO[C@@H](c2ccccc2)C1
* E_HOMO: -8.926 eV

Geometry (Å):
O 2.27915 -0.04578 0.77512
O -1.55575 0.42618 1.64481
C 0.46928 -0.91670 -2.70591
C 0.61507 1.17661 2.17163
C 0.10961 -1.17542 1.59717
C -1.26726 0.83255 -1.20916
C -0.73206 -0.33693 -0.58321
C -0.71377 1.16301 -2.43045
C 0.10007 0.30367 -3.17609
C 0.02940 -1.17674 -1.43449
C 1.25349 -0.16303 1.75897
C -0.68511 1.40885 2.15754
C -0.97688 -0.58756 0.82374
H -0.36416 -1.42330 2.63580
H 1.11373 -1.72089 -3.15920
H -2.06667 1.54609 -0.74943
H 0.31764 0.34017 -4.18369
H -1.68688 -1.43464 0.91877
H 0.49508 -2.09564 1.21081
H 1.43562 1.79912 2.68204
H 0.50409 -2.08933 -0.91032
H 1.81386 0.26090 0.00087
H -1.29445 2.19041 2.38521
H 1.87881 -0.40471 2.60755
H -1.07191 2.12310 -2.82810

Calculated atomic charges, method natural (NBO), unit e:
1 O -0.697
2 O -0.511
3 C -0.216
4 C -0.323
5 C -0.438
6 C -0.180
7 C -0.085
8 C -0.217
9 C -0.227
10 C -0.201
11 C 0.056
12 C 0.134
13 C 0.053
14 H 0.231
15 H 0.231
16 H 0.235
17 H 0.216
18 H 0.212
19 H 0.224
20 H 0.229
21 H 0.205
22 H 0.467
23 H 0.198
24 H 0.188
25 H 0.216

---

Computed, not measured: a cluster of 2 separate species, C24H22N2O8 in total at a distorted geometry, with ωB97M-V/def2-TZVPD.

Properties
* HOMO-LUMO gap: 0.246 Eh
* strongest force on any atom: 1.941 eV/Å
* DFT total energy: -1639.11687 Eh
* ΔE to the lowest compared entry with this formula, charge and spin: 2.1028 eV
* E_HOMO: -8.489 eV

Geometry (Å):
O 5.93246 -2.17970 4.85209
O 5.25637 0.13620 3.76154
O 10.35855 -1.23513 3.61396
O -1.13966 -2.79355 -1.01969
O 9.69279 1.11372 2.59955
O -8.24944 -0.88989 -2.68423
O 0.65329 1.67249 -2.64742
O -1.39076 4.26652 -1.31204
N -1.86282 2.83404 -3.12994
N 1.91852 0.77298 -0.41714
C -1.86889 -0.65403 -1.69230
C -5.51227 -0.45024 -2.69764
C -7.76431 0.06331 -1.75325
C -3.62048 1.17277 -2.85057
C 0.77874 0.16671 -0.85489
C 8.73031 0.36340 3.11651
C -9.56219 -1.34674 -2.35754
C 0.29732 -1.03134 -0.46577
C -4.06267 -0.08511 -2.46226
C 2.40068 0.57156 0.75215
C 6.89443 -1.43860 4.31273
C -0.90503 -1.60248 -1.05016
C -1.41191 0.59231 -2.11360
C 9.17780 -0.95567 3.68532
C 1.62122 0.62501 2.04435
C -6.50636 0.67907 -2.35798
C -2.28668 1.52548 -2.68440
C 6.44502 -0.13167 3.72087
C 7.44443 0.74176 3.13625
C 0.04017 0.90419 -1.94813
C -3.20039 -0.99572 -1.87128
C 8.17793 -1.81954 4.29095
C -1.62757 3.58026 -2.19615
C 3.87661 0.33072 0.87161
H 0.86658 1.40278 1.99136
H 4.20812 -0.10722 -0.06384
H -7.45784 -0.47432 -0.84831
H -8.50919 0.82949 -1.53350
H -4.29339 1.89479 -3.28609
H 7.11174 1.68584 2.72860
H -5.59680 -0.63854 -3.76826
H 5.10489 -1.67645 4.73411
H 4.35370 1.31255 0.91427
H 2.31448 0.83877 2.85065
H -6.07724 1.36643 -1.63266
H -5.76699 -1.38603 -2.20912
H 4.12222 -0.26925 1.73617
H -3.55367 -1.96671 -1.55788
H 8.51174 -2.75740 4.71140
H 1.12059 -0.32672 2.19901
H 10.52049 0.60710 2.71173
H -9.57715 -2.42805 -2.46635
H -9.83397 -1.04360 -1.34952
H -10.27012 -0.92577 -3.07222
H -6.81605 1.19026 -3.26547
H 0.79264 -1.63106 0.28444

Calculated atomic charges, method natural (NBO), unit e:
1 O -0.624
2 O -0.561
3 O -0.528
4 O -0.535
5 O -0.620
6 O -0.560
7 O -0.486
8 O -0.474
9 N -0.552
10 N -0.466
11 C -0.089
12 C -0.418
13 C -0.050
14 C -0.233
15 C 0.156
16 C 0.333
17 C -0.247
18 C -0.380
19 C 0.029
20 C 0.469
21 C 0.320
22 C 0.516
23 C -0.125
24 C 0.472
25 C -0.712
26 C -0.418
27 C 0.186
28 C 0.479
29 C -0.396
30 C 0.509
31 C -0.188
32 C -0.383
33 C 0.895
34 C -0.690
35 H 0.242
36 H 0.239
37 H 0.160
38 H 0.171
39 H 0.226
40 H 0.245
41 H 0.230
42 H 0.506
43 H 0.248
44 H 0.234
45 H 0.210
46 H 0.218
47 H 0.235
48 H 0.235
49 H 0.248
50 H 0.246
51 H 0.509
52 H 0.187
53 H 0.172
54 H 0.177
55 H 0.211
56 H 0.219

---

Computed, not measured: a structure of composition C29H16Br4I2N4O2Re at a distorted geometry, with ωB97M-V/def2-TZVPD.

Properties
* net charge: +2
* HOMO-LUMO gap (spin up / spin down): 0.219 / 0.224 Eh
* strongest force on any atom: 1.022 eV/Å
* DFT total energy: -12453.57239 Eh
* ΔE to the lowest compared entry with this formula, charge and spin: 0.0000 eV
* multiplicity: 2
* E_HOMO (spin up / spin down): -13.224 / -13.339 eV

Geometry (Å):
Re 0.22502 0.49566 0.18812
I 0.95780 -6.39323 2.52060
I 4.63763 -2.02349 0.68474
Br -5.18421 -1.23541 -4.04427
Br 3.06718 5.93069 -2.50337
Br 1.71768 4.72527 5.19535
Br -4.53613 2.00303 0.52766
O -1.58039 1.12775 0.16462
O 1.75929 -0.46772 0.77670
N -0.54435 -0.50838 -1.57018
N 0.62799 1.76055 1.82354
N -0.58317 -1.27466 1.22453
N 1.14872 2.11770 -0.73113
C 0.11396 -3.52993 1.83327
C 0.35548 1.46598 3.09801
C -0.66183 -1.85735 -3.52318
C 1.23899 2.93119 1.53023
C 1.28151 3.52531 3.84038
C 1.22329 -4.42415 1.90789
C -4.06637 -0.51908 -2.71745
C 0.06870 -1.26965 -2.47301
C 0.37814 -2.22963 1.38322
C 2.72939 -2.66056 1.15586
C -2.44813 0.58487 -0.72242
C 1.67916 -1.79400 1.07130
C -1.82650 -1.56516 1.55871
C 1.53943 -1.50770 -2.34238
C 1.57506 3.83663 2.51573
C -1.89705 -0.28566 -1.68776
C -1.22823 -3.81016 2.17212
C -4.59885 0.31635 -1.77284
C 2.09393 4.28900 -0.42229
C -2.67990 -0.84417 -2.70378
C 1.32759 2.24501 -2.05734
C 1.51747 3.14410 0.08380
C 2.47764 -3.99510 1.56512
C 0.66576 2.31619 4.13863
C -3.78580 0.87646 -0.76404
C -2.17942 -2.83010 2.04972
C 1.89308 3.35854 -2.63133
C 2.29074 4.39912 -1.79644
C -2.01151 -1.65954 -3.63990
H 1.91710 -2.05918 -3.19930
H 2.01824 3.41876 -3.70233
H -2.56624 -0.78284 1.43897
H -2.56837 -2.11621 -4.44714
H 3.31226 -4.68094 1.61566
H 0.99162 1.41460 -2.66202
H 2.05957 4.77204 2.28169
H -1.49644 -4.79592 2.52862
H 2.09174 -0.56889 -2.26459
H 2.38812 5.09987 0.22605
H -0.12621 0.51386 3.27526
H 0.43270 2.04205 5.15692
H -0.13352 -2.47731 -4.23313
H -3.20957 -3.01680 2.31621
H -5.65156 0.56023 -1.79200
H 1.76174 -2.08794 -1.44560

Calculated atomic charges, method natural (NBO), unit e:
1 Re 1.625
2 I 0.257
3 I 0.263
4 Br 0.156
5 Br 0.225
6 Br 0.209
7 Br 0.161
8 O -0.622
9 O -0.631
10 N -0.511
11 N -0.461
12 N -0.472
13 N -0.509
14 C -0.040
15 C 0.110
16 C -0.254
17 C 0.160
18 C -0.024
19 C -0.161
20 C -0.049
21 C 0.295
22 C 0.079
23 C -0.207
24 C 0.187
25 C 0.280
26 C 0.096
27 C -0.664
28 C -0.224
29 C 0.193
30 C -0.088
31 C -0.239
32 C -0.251
33 C -0.143
34 C 0.103
35 C 0.290
36 C -0.241
37 C -0.244
38 C -0.082
39 C -0.256
40 C -0.248
41 C -0.016
42 C -0.055
43 H 0.255
44 H 0.268
45 H 0.229
46 H 0.258
47 H 0.258
48 H 0.226
49 H 0.253
50 H 0.255
51 H 0.234
52 H 0.256
53 H 0.226
54 H 0.267
55 H 0.249
56 H 0.255
57 H 0.266
58 H 0.248

---

Question: The highest ΔE to the lowest compared entry with this formula, charge and spin belongs to which entry?
Answer: C11H12O2

---

Question: Which of these has the lowest ΔE to the lowest compared entry with this formula, charge and spin?
Answer: C29H16Br4I2N4O2Re